Entry 1:
{
  "formula": "C28H48Cl2N4O5SiSm",
  "method": "wB97M-V/def2-TZVPD",
  "e_homo_ev": [-4.01, -6.40],
  "charge": 0,
  "multiplicity": 7,
  "de_lowest_kcal_mol": 0.0,
  "s2": 12.025,
  "species": ["C", "C", "H", "H", "H", "C", "C", "H", "H", "H", "H", "Sm", "Cl", "C", "O", "N", "C", "C", "H", "H", "H", "H", "H", "H", "H", "H", "H", "C", "C", "N", "H", "C", "O", "H", "H", "H", "H", "H", "H", "C", "C", "N", "H", "C", "O", "H", "H", "H", "H", "O", "C", "C", "C", "H", "C", "H", "C", "H", "C", "C", "H", "H", "H", "Si", "Cl", "C", "C", "C", "H", "H", "H", "H", "H", "H", "H", "H", "H", "O", "N", "C", "C", "C", "C", "C", "H", "H", "H", "H", "H"],
  "xyz": [[0.63791, -2.37649, -5.59851], [1.00802, -1.26342, -4.62037], [1.36503, -2.39226, -6.43662], [-0.35657, -2.18125, -6.03643], [0.60570, -3.36423, -5.11941], [1.21222, -0.02316, -5.17867], [0.95764, 0.37168, -6.57821], [1.73005, 0.77289, -4.63796], [-0.10660, 0.53867, -6.80737], [1.35844, -0.29027, -7.37209], [1.45271, 1.34184, -6.72859], [-1.41461, 0.68049, 1.23239], [-4.03322, 0.81226, 0.74264], [1.86210, 1.18789, 1.62920], [0.64827, 1.44038, 1.89539], [2.81306, 2.03428, 1.97910], [2.54803, 3.38096, 2.47583], [4.18387, 1.60521, 1.88892], [2.19220, 0.26778, 1.11007], [1.50366, 3.51578, 2.77600], [2.80103, 4.12665, 1.71175], [3.20808, 3.54858, 3.32854], [4.18681, 0.53183, 1.69389], [4.68944, 1.82079, 2.83233], [4.69067, 2.11197, 1.06318], [-2.56198, -1.82997, 6.62760], [-3.55138, -3.26514, 5.62575], [-2.43057, -1.02467, 5.90424], [-3.80316, -2.74951, 4.68667], [-3.04879, -1.50390, 4.67440], [-1.36274, -0.81036, 5.75280], [-2.90356, -0.80460, 3.55833], [-2.09855, 0.15396, 3.46261], [-3.52165, -3.36625, 3.80744], [-3.53489, -1.13762, 2.69732], [-2.93381, -0.11565, 6.25737], [-4.89575, -2.57448, 4.65394], [-1.55074, 0.89126, -3.45028], [0.56027, 2.72705, -4.21090], [-1.93546, 1.88868, -3.17123], [-0.13174, 3.42388, -3.70887], [-0.87443, 2.75862, -2.64126], [-2.77693, 1.79624, -2.47100], [-0.61255, 2.94194, -1.33376], [-1.37652, 2.58150, -0.38481], [0.41394, 4.31080, -3.34953], [0.35954, 3.45633, -1.14055], [-2.26254, 2.35825, -4.09854], [-0.85850, 3.72563, -4.46436], [-0.02428, -1.43348, -3.16519], [1.38082, -1.58578, -3.19104], [1.86841, 0.77204, -2.45228], [2.24974, -0.57274, -2.50764], [0.93366, 1.02806, -3.01741], [2.72142, 1.73033, -1.89403], [1.77690, -2.60064, -2.94285], [3.46930, -0.98417, -1.98204], [2.39991, 2.77091, -1.80489], [4.03556, 1.32245, -1.58802], [4.39123, -0.02247, -1.53476], [3.69503, -2.04306, -2.02684], [4.78390, 2.07724, -1.35710], [5.40575, -0.33956, -1.21207], [-1.83881, -2.24728, -2.17309], [-0.39226, -0.28054, -0.74382], [-3.63498, -1.47253, -2.27006], [-2.01334, -3.33301, -0.59941], [-1.66624, -3.48360, -3.52757], [-3.70461, -0.37414, -2.22902], [-4.20875, -1.85903, -1.39905], [-4.16349, -1.83072, -3.17616], [-1.75462, -2.97595, -4.49815], [-2.45704, -4.25777, -3.45571], [-0.70125, -4.00764, -3.51319], [-1.26457, -3.18256, 0.18204], [-2.00221, -4.39345, -0.90106], [-2.99487, -3.15621, -0.12980], [-0.68273, -1.49829, 1.86607], [0.19916, -2.15234, 2.64648], [0.63934, -3.37413, 2.25269], [1.48531, -4.11647, 3.05538], [1.93346, -3.58033, 4.25853], [1.52831, -2.30124, 4.61863], [0.68473, -1.57781, 3.79498], [0.31603, -3.73613, 1.26670], [1.76981, -5.10617, 2.71302], [2.60265, -4.15049, 4.91721], [1.86408, -1.83948, 5.55246], [0.36145, -0.55571, 4.03565]],
  "lowdin_charge": [-0.040, -0.290, 0.086, 0.084, 0.067, -0.173, -0.144, 0.066, 0.068, 0.069, 0.064, 1.211, -0.224, -0.242, -0.207, -0.164, -0.006, -0.038, 0.158, 0.095, 0.100, 0.092, 0.097, 0.097, 0.082, 0.084, 0.088, -0.018, -0.030, -0.164, 0.083, -0.338, -0.200, 0.103, 0.111, 0.101, 0.098, 0.088, 0.081, -0.017, -0.040, -0.157, 0.090, -0.286, -0.220, 0.100, 0.140, 0.084, 0.088, -0.336, -0.283, -0.127, -0.210, 0.079, -0.073, 0.155, -0.024, 0.088, -0.123, -0.092, 0.110, 0.093, 0.112, 0.657, 0.303, -0.177, -0.188, -0.224, -0.011, 0.022, 0.033, 0.026, 0.047, 0.035, -0.028, 0.035, 0.029, -0.392, -0.215, -0.072, -0.115, -0.171, -0.124, -0.099, 0.105, 0.095, 0.086, 0.098, 0.101]
}

=====

Entry 2:
{
  "formula": "C17H21Cl5F3N4O10P2S2",
  "method": "wB97M-V/def2-TZVPD",
  "e_homo_ev": -11.39,
  "charge": 1,
  "species": ["C", "C", "O", "O", "C", "C", "C", "C", "N", "N", "S", "O", "O", "C", "F", "F", "F", "C", "P", "O", "O", "O", "C", "C", "C", "O", "Cl", "C", "C", "C", "S", "C", "N", "N", "C", "O", "P", "O", "H", "H", "H", "H", "H", "H", "H", "H", "H", "H", "H", "H", "H", "H", "H", "H", "H", "H", "H", "H", "H", "C", "Cl", "Cl", "Cl", "Cl"],
  "xyz": [[-3.08360, 2.11895, -3.84184], [-2.03663, 0.90719, -3.97371], [-1.36677, 0.71179, -5.02546], [-1.92141, 0.01911, -2.84631], [-0.65686, 0.26756, -2.13892], [-0.64216, -0.40645, -0.66301], [-2.04976, -0.90657, -0.08525], [-3.20045, 0.19994, -0.00371], [-3.76035, 0.62656, 1.10575], [0.21398, -1.65785, -0.47531], [0.07434, -2.98366, -1.59254], [-1.01811, -2.81284, -2.62408], [-0.34249, -4.21824, -0.80934], [1.62154, -3.44446, -2.51651], [2.13634, -4.66172, -1.98129], [2.58244, -2.43394, -2.65819], [1.21925, -3.78806, -3.84510], [1.03405, -1.62631, 0.60955], [2.29889, -2.97651, 1.14039], [3.00965, -2.59928, 2.46763], [1.56145, -4.47613, 1.44810], [3.59609, -3.09140, 0.00492], [0.69040, -0.23397, 1.33538], [1.62719, 0.33389, 2.49960], [0.86983, 1.40814, 3.45758], [1.37235, 2.48172, 3.83016], [-0.82738, 1.04669, 4.11877], [0.18406, 0.73876, 0.16126], [-0.57814, 2.10573, 0.54846], [0.33986, 3.40417, 0.74806], [-0.73321, 4.65331, 1.67458], [-1.19604, 5.86803, 0.38050], [-2.05918, 7.01255, 0.45596], [-2.12065, 7.62394, -0.76700], [-1.27618, 6.95178, -1.71171], [-0.75045, 5.86568, -0.95816], [1.84497, 1.31850, -0.61190], [2.57653, 0.20504, -1.39127], [-4.13081, 1.62886, -3.82890], [-2.97225, 2.90643, -4.66016], [-2.93733, 2.55993, -2.79087], [0.24131, -0.08526, -2.78003], [-0.56737, 1.41603, -2.10552], [-2.46917, -1.76512, -0.74190], [-1.96926, -1.37148, 0.97421], [-3.56291, 0.64850, -1.00550], [-3.30867, 0.12180, 1.89204], [2.30539, -5.11140, 1.65217], [3.72349, -2.13684, -0.26614], [-0.25782, -0.53360, 1.94384], [2.57049, 0.87546, 2.14656], [1.98966, -0.47067, 3.25087], [-1.16349, 1.93038, 1.51202], [-1.33946, 2.33805, -0.28215], [0.66867, 3.91634, -0.22137], [1.25931, 3.26823, 1.40781], [-1.07083, 7.14262, -2.81043], [2.69750, 1.98346, 0.32190], [1.45940, 2.32372, -1.58725], [1.91942, -7.02822, 4.50398], [3.28858, -6.95040, 3.36968], [0.74202, -5.76285, 4.09233], [1.14335, -8.62049, 4.38690], [2.50736, -6.77515, 6.15988]],
  "lowdin_charge": [0.015, -0.381, 0.092, -0.100, -0.104, -0.269, -0.063, -0.193, 0.108, -0.090, 0.885, -0.221, -0.251, -0.425, 0.088, 0.093, 0.096, -0.016, 0.725, -0.296, -0.212, -0.144, -0.218, -0.088, -0.641, 0.017, 0.632, -0.352, -0.210, -0.474, 0.962, -0.505, -0.006, -0.005, -0.048, -0.118, 0.847, -0.441, 0.112, 0.106, 0.080, 0.154, 0.127, 0.147, 0.139, 0.124, 0.042, 0.047, 0.085, 0.146, 0.119, 0.142, 0.074, 0.130, 0.078, 0.059, 0.142, 0.052, 0.061, -2.008, 0.538, 0.539, 0.539, 0.538]
}

=====

Entry 3:
{
  "formula": "C25H47CoN8SSi",
  "method": "wB97M-V/def2-TZVPD",
  "e_homo_ev": [-12.70, -14.51],
  "charge": 2,
  "multiplicity": 5,
  "de_lowest_kcal_mol": 0.0,
  "s2": 6.007,
  "species": ["Co", "N", "C", "C", "C", "C", "C", "C", "C", "C", "N", "C", "H", "H", "H", "H", "H", "H", "H", "H", "C", "C", "N", "N", "C", "S", "N", "N", "H", "H", "H", "H", "H", "H", "C", "C", "C", "C", "N", "N", "H", "H", "H", "H", "H", "H", "H", "H", "H", "H", "H", "H", "C", "Si", "C", "C", "C", "C", "C", "C", "C", "C", "H", "H", "H", "H", "H", "H", "H", "H", "H", "H", "H", "H", "H", "H", "H", "H", "H", "H", "H", "H", "H"],
  "xyz": [[-0.74429, 0.13018, -0.13171], [-0.30007, 0.66837, 1.97444], [-1.36846, 1.44018, 2.59073], [-1.27161, 1.94579, 3.85577], [-2.33417, 2.68447, 4.41810], [-3.47526, 2.89920, 3.70070], [-3.59765, 2.39411, 2.38486], [-4.74675, 2.60295, 1.58652], [-4.78081, 2.10991, 0.31510], [-3.66724, 1.40071, -0.16961], [-2.58268, 1.17048, 0.54274], [-2.53374, 1.66205, 1.82075], [0.57677, 1.17600, 2.06217], [-0.14689, -0.18937, 2.49959], [-0.37229, 1.77749, 4.43681], [-2.23527, 3.07575, 5.42077], [-4.29771, 3.46015, 4.12528], [-5.58351, 3.15627, 1.99440], [-5.63644, 2.25582, -0.32819], [-3.66801, 1.01249, -1.18104], [-3.32330, -4.59559, 0.77052], [-3.07720, -3.78934, -0.44621], [-3.34846, -4.12603, -1.66252], [-2.91511, -3.07885, -2.42661], [-2.37247, -2.09401, -1.72017], [-1.70776, -0.63780, -2.26206], [-2.47829, -2.53476, -0.43958], [-1.98913, -1.80692, 0.64499], [-3.80601, -5.52413, 0.47757], [-3.97212, -4.06973, 1.47211], [-2.38385, -4.83794, 1.27166], [-3.02464, -3.10843, -3.42910], [-2.77277, -1.41422, 1.16333], [-1.47317, -2.44401, 1.24694], [1.31725, 4.02685, -2.50123], [1.40600, 3.95156, -0.98024], [0.43442, 4.93962, -0.32998], [2.83162, 4.23134, -0.52099], [1.13806, 2.55118, -0.54931], [-0.16826, 2.06896, -0.89102], [1.70911, 4.98442, -2.84186], [0.28898, 3.96271, -2.86489], [1.91196, 3.23864, -2.96635], [0.72823, 5.96485, -0.55222], [0.43350, 4.82792, 0.75816], [-0.58864, 4.82324, -0.69806], [3.11841, 5.24950, -0.78032], [3.53206, 3.54419, -0.99650], [2.92583, 4.12846, 0.56342], [1.20566, 2.51813, 0.46275], [-0.19016, 2.01872, -1.90686], [-0.88881, 2.74299, -0.62366], [2.98852, -0.07219, 0.59654], [1.83268, -1.25757, -0.29223], [1.76345, -2.87674, 0.73451], [1.39436, -2.52944, 2.18574], [3.15051, -3.53971, 0.76346], [0.75356, -3.89584, 0.19102], [2.32884, -1.36228, -2.14065], [1.67672, -2.53003, -2.88074], [3.85812, -1.52441, -2.18241], [1.96510, -0.04725, -2.84052], [3.96063, -0.55879, 0.70970], [2.65263, 0.19305, 1.60205], [3.12937, 0.84690, 0.02883], [2.12487, -1.86121, 2.64592], [1.36448, -3.43841, 2.79296], [0.41021, -2.05635, 2.26773], [3.91809, -2.89304, 1.18896], [3.47543, -3.85963, -0.22640], [3.09918, -4.43651, 1.38899], [-0.22011, -3.45055, -0.03588], [0.60206, -4.69850, 0.92015], [1.10420, -4.36458, -0.72625], [1.99177, -3.49523, -2.48493], [1.98063, -2.50315, -3.93140], [0.58658, -2.47568, -2.85533], [4.19653, -2.46327, -1.74387], [4.38455, -0.70229, -1.69744], [4.16843, -1.53040, -3.23204], [0.88244, 0.06499, -2.93477], [2.37708, -0.04912, -3.85407], [2.36424, 0.82275, -2.31759]],
  "lowdin_charge": [0.511, 0.059, -0.221, 0.007, -0.031, 0.004, -0.134, 0.032, -0.013, -0.112, 0.015, -0.170, 0.088, 0.078, 0.129, 0.124, 0.131, 0.136, 0.123, 0.079, 0.021, -0.309, 0.167, 0.068, -0.703, 0.737, -0.085, 0.105, 0.104, 0.096, 0.088, 0.176, 0.124, 0.092, -0.032, -0.626, -0.037, -0.033, -0.046, -0.018, 0.101, 0.081, 0.085, 0.099, 0.087, 0.075, 0.098, 0.089, 0.088, 0.090, 0.080, 0.088, -0.189, 0.810, -0.644, -0.103, -0.074, -0.087, -0.648, -0.087, -0.077, -0.116, 0.048, 0.019, 0.016, 0.083, 0.099, 0.034, 0.085, 0.076, 0.100, 0.040, 0.096, 0.077, 0.073, 0.099, 0.050, 0.074, 0.081, 0.101, 0.018, 0.100, 0.057]
}

=====

Entry 4:
{
  "formula": "C6H11N",
  "method": "wB97M-V/def2-TZVPD",
  "e_homo_ev": -7.78,
  "charge": 0,
  "smiles": "C/C=C(N)/C=C/C",
  "de_lowest_kcal_mol": 33.9,
  "species": ["C", "C", "C", "N", "C", "C", "C", "H", "H", "H", "H", "H", "H", "H", "H", "H", "H", "H"],
  "xyz": [[1.58367, 1.99385, -1.73827], [0.39997, 1.17347, -1.30759], [0.47605, 0.29509, -0.30017], [1.61723, 0.04383, 0.47444], [-0.71182, -0.55247, 0.03922], [-1.07970, -0.93983, 1.24503], [-2.18586, -1.92792, 1.48425], [1.26416, 3.02619, -1.86250], [2.39607, 1.90691, -1.00832], [2.04995, 1.64809, -2.66675], [-0.56366, 1.60747, -1.54531], [1.41967, -0.41933, 1.34152], [2.51854, -0.10601, 0.05996], [-1.32762, -0.72592, -0.84042], [-0.55797, -0.47254, 2.07591], [-1.74403, -2.91866, 1.59019], [-2.75556, -1.65705, 2.36908], [-2.79908, -1.97517, 0.58973]],
  "lowdin_charge": [-0.112, -0.142, -0.356, 0.091, -0.083, -0.171, -0.097, 0.066, 0.058, 0.068, 0.100, 0.064, 0.086, 0.111, 0.103, 0.074, 0.069, 0.070]
}